# C4H10NO

A 2-piece molecular cluster, C4H10NO overall at a distorted geometry (ωB97M-V/def2-TZVPD, the OMol25 dataset).

XYZ file:
```
16
Properties=species:S:1:pos:R:3:mulliken_charge:R:1
C 2.36360 -0.56744 -1.50042 -1.027
C 1.29167 0.05695 -0.63984 -0.086
C -0.01710 0.17968 -0.91727 -0.134
N -1.00297 0.20040 0.06863 0.061
C -2.25671 0.33356 -0.17970 -0.131
H 2.91088 0.10546 -2.16142 0.316
H 1.95286 -1.37027 -2.10715 0.342
H 3.11914 -0.84461 -0.76146 0.315
H 1.55826 0.15209 0.40542 0.255
H -0.38858 0.20941 -1.93265 0.326
H -0.78930 0.51922 1.03704 0.290
H -3.02423 0.81483 0.41330 0.245
H -2.64036 -0.04351 -1.12659 0.246
H -1.16473 0.87164 3.27242 0.334
H -0.77056 -0.65884 3.35539 0.319
O -1.14187 0.04142 2.77431 -0.669
```

The total charge is +1. For the relative energy (zero: lowest compared OMol25 entry of this formula, charge and spin), the calculation gives 42.6 kcal/mol. For the molecular weight, the calculation gives 88.13 Da. As for the frontier orbital gap: 8.780 eV. The HOMO energy comes out at -0.511 hartree.